Formula: C8H8BF9NO7P2Pd
Source: the Open Molecules 2025 dataset
Level of theory: ωB97M-V/def2-TZVPD

Results
- HOMO level (alpha / beta) (eV) = -5.483 / -5.483
- net charge = -1
- energy above the lowest of the compared OMol25 structures with the same formula, charge and spin (kcal/mol) = 44.35
- orbital gap (alpha / beta) (eV) = 6.583 / 6.570

Element x y z (Å)
F -2.23 -0.24 1.35
H 1.84 2.20 3.65
F -2.76 -4.58 -4.18
F -2.13 -5.73 -1.79
F -3.48 -1.28 -0.30
O 1.86 0.09 -0.61
H 3.43 3.03 0.47
N 1.29 1.79 2.90
O 0.33 2.37 -0.85
C -1.83 -2.54 -3.43
F -0.92 -4.30 0.13
C 1.84 2.04 1.51
B -3.25 -0.06 0.35
C -1.22 -3.70 -1.02
C -2.16 -3.86 -3.22
F -0.86 -0.56 -2.71
O 0.74 4.39 0.62
H 1.24 0.73 2.94
C -0.89 -2.35 -1.18
F -2.66 0.87 -0.58
F -2.13 -1.97 -4.60
Pd -0.40 0.30 -0.10
H 3.91 2.44 2.06
P 0.39 2.80 0.58
C -1.19 -1.82 -2.45
C 3.09 2.91 1.50
O -0.76 2.54 1.49
H 0.85 4.72 -0.28
O 1.43 -0.53 1.89
P 2.14 0.29 0.86
O -0.31 -1.70 -0.20
H 2.89 3.90 1.90
H 0.31 2.12 2.87
H 4.09 -0.52 0.47
F -4.41 0.47 0.91
O 3.75 0.16 1.07
C -1.84 -4.44 -2.01